DFT (the ωB97M-V functional and the def2-TZVPD basis) results for a molecular structure, C33H39N3O4P2STi.

Output
**Total energy**: -100011.9113 eV
**Net charge**: +4
**Relative energy (zero: lowest compared OMol25 entry of this formula, charge and spin)**: 15.7 kcal per mole
**LUMO**: -12.0 eV
**HOMO-LUMO gap**: 6.852 eV

Each line ends with the Mulliken charge.
Atoms and positions in Å:
Ti (0.395, 0.238, -1.086)  0.10
O (0.633, -0.067, -2.826)  -0.11
P (2.015, 0.220, -3.513)  0.60
C (3.103, -1.124, -2.881)  -0.98
P (3.210, -1.181, -1.033)  1.77
O (1.890, -0.454, -0.516)  -0.10
C (4.584, -0.282, -0.353)  0.63
C (5.886, -0.718, -0.619)  -0.55
C (6.954, -0.089, -0.003)  -0.85
C (6.723, 0.963, 0.878)  -0.61
C (5.427, 1.390, 1.145)  -0.72
C (4.350, 0.770, 0.536)  -0.27
C (3.201, -2.883, -0.503)  0.70
C (2.398, -3.828, -1.151)  -0.55
C (2.494, -5.160, -0.791)  -0.91
C (3.378, -5.553, 0.211)  -0.61
C (4.136, -4.608, 0.891)  -0.84
C (4.059, -3.271, 0.532)  -0.62
C (2.608, 1.702, -2.661)  1.15
C (1.654, 2.479, -1.975)  -0.51
C (2.070, 3.561, -1.209)  -0.94
C (3.417, 3.899, -1.159)  -0.80
C (4.347, 3.170, -1.889)  -0.80
C (3.949, 2.060, -2.624)  -0.59
C (1.775, 0.274, -5.265)  0.74
C (0.557, -0.194, -5.775)  -0.38
C (0.336, -0.131, -7.138)  -0.87
C (1.313, 0.393, -7.979)  -0.53
C (2.521, 0.852, -7.465)  -0.79
C (2.763, 0.795, -6.106)  -0.52
H (4.113, -1.001, -3.285)  0.79
H (2.713, -2.070, -3.265)  0.63
H (6.066, -1.549, -1.294)  0.52
H (7.963, -0.425, -0.196)  0.48
H (7.559, 1.439, 1.374)  0.48
H (5.262, 2.202, 1.841)  0.49
H (3.338, 1.087, 0.749)  0.31
H (1.727, -3.535, -1.951)  0.28
H (1.908, -5.907, -1.312)  0.52
H (3.492, -6.603, 0.450)  0.49
H (4.809, -4.911, 1.682)  0.50
H (4.675, -2.537, 1.034)  0.47
H (0.597, 2.362, -2.220)  0.95
H (1.346, 4.185, -0.700)  0.55
H (3.735, 4.759, -0.586)  0.51
H (5.388, 3.465, -1.890)  0.53
H (4.688, 1.502, -3.189)  0.41
H (-0.198, -0.593, -5.109)  0.37
H (-0.599, -0.484, -7.551)  0.45
H (1.126, 0.450, -9.043)  0.44
H (3.274, 1.257, -8.129)  0.46
H (3.704, 1.156, -5.706)  0.36
C (-0.430, -4.685, 1.955)  -1.14
N (-0.680, -3.754, 0.851)  -0.12
C (-0.633, -2.443, 0.822)  0.92
S (-0.891, -1.724, -0.783)  -0.48
N (-0.514, -1.662, 1.882)  0.09
C (-0.781, -2.017, 3.285)  -1.25
H (0.031, -5.576, 1.537)  0.34
H (-1.358, -4.990, 2.438)  0.40
H (0.244, -4.253, 2.687)  0.44
H (-0.950, -4.188, -0.021)  0.30
H (-0.342, -0.686, 1.711)  0.10
H (-1.448, -2.870, 3.342)  0.51
H (-1.276, -1.173, 3.761)  0.33
H (0.136, -2.229, 3.834)  0.39
O (-0.378, 1.202, 0.432)  -0.64
C (-1.357, 1.625, -0.274)  0.93
O (-1.355, 1.314, -1.494)  -0.75
C (-2.483, 2.435, 0.327)  -0.06
N (-3.463, 2.837, -0.752)  -0.01
C (-4.786, 2.173, -0.433)  -0.56
C (-4.753, 2.085, 1.082)  -0.75
C (-3.316, 1.626, 1.356)  -0.52
H (-2.073, 3.323, 0.809)  0.45
H (-3.115, 2.541, -1.669)  0.30
H (-3.589, 3.850, -0.777)  0.44
H (-4.784, 1.179, -0.880)  0.28
H (-5.614, 2.749, -0.840)  0.42
H (-5.496, 1.393, 1.470)  0.40
H (-4.939, 3.061, 1.536)  0.33
H (-3.217, 0.552, 1.179)  0.25
H (-2.996, 1.839, 2.373)  0.42

---

DFT (the ωB97M-V functional and the def2-TZVPD basis) results for 2 unconnected molecules or ions with the total composition C33H40Br3ClFN2O4.

Output
**Total energy**: -271399.0958 eV
**Net charge**: +1
**LUMO**: -3.1 eV
**HOMO-LUMO gap**: 8.245 eV

Each line ends with the Mulliken charge.
Atoms and positions in Å:
C (-0.079, -5.355, 0.795)  -1.36
C (-1.032, -4.197, 0.488)  -0.87
C (-1.551, -4.223, -0.959)  -0.43
C (-3.030, -3.842, -1.102)  -0.18
C (-4.026, -4.730, -0.319)  -0.90
C (-3.554, -6.142, -0.108)  0.23
O (-3.311, -6.608, 0.950)  -0.42
Br (-3.336, -7.241, -1.698)  -0.15
C (-3.278, -2.370, -0.826)  -0.95
Br (-3.434, -1.903, 1.054)  0.00
N (-2.301, -1.372, -1.548)  2.14
C (-3.263, -0.323, -2.072)  -1.18
C (-2.735, 0.926, -2.793)  -1.10
C (-3.020, 0.974, -4.301)  -0.59
F (-1.847, 1.157, -5.016)  -0.31
N (-1.323, -1.010, -0.572)  -0.24
C (-0.914, 0.164, -0.237)  0.77
C (-1.744, 1.364, 0.117)  -1.42
C (0.543, 0.295, 0.059)  -1.61
C (-1.458, -2.113, -2.588)  -0.25
Br (-2.587, -2.635, -4.122)  0.08
C (-0.426, -1.179, -3.229)  -0.65
C (0.409, -1.767, -4.393)  -0.89
C (1.709, -0.923, -4.507)  -0.85
C (2.953, -1.558, -3.892)  -0.57
O (3.291, -0.858, -2.688)  -0.55
C (-0.770, -3.391, -2.022)  -0.78
Cl (0.905, -3.120, -1.479)  -0.16
H (0.841, -5.296, 0.219)  0.29
H (-0.567, -6.276, 0.473)  0.34
H (0.118, -5.432, 1.860)  0.43
H (-1.890, -4.374, 1.137)  0.54
H (-0.632, -3.234, 0.793)  0.29
H (-1.431, -5.250, -1.294)  0.81
H (-3.280, -4.074, -2.136)  0.44
H (-4.307, -4.353, 0.657)  0.51
H (-4.943, -4.808, -0.907)  0.58
H (-4.289, -2.157, -1.155)  0.58
H (-3.823, -0.004, -1.195)  0.75
H (-4.020, -0.783, -2.700)  0.68
H (-1.680, 1.124, -2.639)  0.38
H (-3.246, 1.786, -2.365)  0.63
H (-3.668, 1.820, -4.527)  0.36
H (-3.544, 0.085, -4.651)  0.21
H (-2.200, 1.152, 1.086)  0.37
H (-1.119, 2.243, 0.242)  0.40
H (-2.526, 1.618, -0.584)  0.17
H (1.061, 0.528, -0.873)  0.20
H (0.905, -0.678, 0.392)  0.26
H (0.755, 1.037, 0.822)  0.64
H (-0.916, -0.339, -3.704)  0.37
H (0.285, -0.777, -2.517)  -0.36
H (-0.108, -1.634, -5.337)  0.56
H (0.714, -2.793, -4.213)  0.40
H (1.577, 0.051, -4.037)  0.40
H (1.908, -0.726, -5.559)  0.57
H (2.816, -2.621, -3.698)  0.32
H (3.783, -1.453, -4.594)  0.34
H (3.625, -1.495, -2.052)  0.30
H (-0.675, -4.025, -2.896)  1.44
C (-0.639, 5.736, 3.640)  -0.60
C (-0.208, 6.790, 4.439)  -0.44
C (1.098, 6.824, 4.896)  -0.68
C (1.977, 5.801, 4.565)  0.57
C (1.539, 4.733, 3.780)  0.04
C (0.231, 4.712, 3.313)  -0.53
C (2.452, 3.602, 3.448)  0.50
O (2.074, 2.674, 2.758)  -0.69
C (3.837, 3.637, 3.990)  0.16
C (4.690, 2.569, 3.739)  -0.52
C (5.986, 2.590, 4.224)  -0.53
C (6.439, 3.682, 4.957)  -0.48
C (5.593, 4.747, 5.214)  -0.59
C (4.288, 4.726, 4.740)  0.23
C (3.385, 5.868, 5.055)  0.49
O (3.776, 6.820, 5.692)  -0.65
H (-1.659, 5.716, 3.279)  0.40
H (-0.892, 7.585, 4.704)  0.40
H (1.444, 7.642, 5.513)  0.48
H (-0.099, 3.887, 2.697)  0.68
H (4.333, 1.725, 3.166)  0.46
H (6.647, 1.756, 4.032)  0.40
H (7.454, 3.699, 5.330)  0.41
H (5.937, 5.597, 5.786)  0.49